ORCA calculation (wB97M-V/def2-TZVPD) on 2 unconnected molecules or ions with the total composition C5H12N2.

Its SMILES is [H]/N=C/N.C=CCC. For the gap between HOMO and LUMO, the calculation gives 10.47 eV. The value obtained for the energy above the lowest of the compared OMol25 structures with the same formula, charge and spin is 26.7 kcal/mol. The LUMO energy is 0.0361 hartree.

Each line ends with the natural charge from an NBO analysis.
Geometry (Å):
N1 -0.235 3.063 -0.389  -0.720
N2 -2.080 1.834 -1.021  -0.815
C1 1.789 -2.081 0.154  -0.162
C2 -1.486 2.863 -0.340  0.277
C3 2.370 -3.064 0.821  -0.405
C4 0.302 -1.978 -0.032  -0.438
C5 -0.285 -0.727 0.614  -0.605
H1 -1.307 -0.558 0.276  0.195
H2 0.020 3.905 0.116  0.342
H3 -0.176 -2.881 0.356  0.199
H4 1.781 -3.869 1.243  0.188
H5 2.354 -1.301 -0.348  0.196
H6 0.081 -1.977 -1.104  0.202
H7 -2.184 3.538 0.162  0.145
H8 -1.438 1.168 -1.425  0.392
H9 0.317 0.157 0.397  0.220
H10 -2.911 1.440 -0.610  0.383
H11 3.441 -3.101 0.977  0.198
H12 -0.337 -0.847 1.698  0.207